A.
C3H12N2O2 | the ωB97M-V functional and the def2-TZVPD basis

Geometry as ORCA input:
```
! wB97M-V def2-TZVPD RIJCOSX def2/J DEFGRID3
* xyz 1 2
H 1.61 -1.51 -0.28
O -2.06 1.25 1.98
H -2.01 1.76 1.10
H -0.88 0.67 -0.33
H -1.45 -1.42 0.56
N -0.70 -0.10 -0.92
O 1.25 1.04 -1.66
H -0.62 -2.11 -0.76
H 0.50 -0.79 -2.64
H 1.11 0.77 1.28
C 0.89 -1.31 0.62
H 0.88 -2.23 1.22
C 0.15 0.19 -2.03
C -0.55 -1.27 -0.08
N 1.24 -0.18 1.61
H 1.83 0.79 -0.95
H -1.31 1.38 2.63
H -0.39 1.02 -2.63
H 0.55 -0.36 2.39
*
```

Computed properties:
**<S²>**: 0.76

B.
C3H12N2O2 | the ωB97M-V functional and the def2-TZVPD basis

Geometry as ORCA input:
```
! wB97M-V def2-TZVPD RIJCOSX def2/J DEFGRID3
* xyz 1 2
O -1.81 -0.87 3.99
N 0.77 -0.74 -1.01
H -2.46 -1.21 4.60
C 0.36 -0.19 -2.27
H 0.95 -0.69 -3.04
H 0.53 -0.65 1.13
H 0.27 1.63 1.33
H -0.84 -0.04 0.27
H 0.46 2.05 -0.32
H 2.46 2.16 0.48
C 0.26 -0.10 0.23
H -1.56 -0.94 -1.77
N -1.03 -0.54 -2.53
H 0.51 0.89 -2.29
C 0.77 1.29 0.40
H -1.18 -1.03 -3.40
H -1.13 -0.57 4.63
H 0.47 -1.72 -0.97
O 2.18 1.27 0.54
*
```

Computed properties:
**<S²>**: 0.76

Result of the stability comparison: B is the most stable of them.

A.
CClNS2 | the ωB97M-V functional and the def2-TZVPD basis

Geometry as ORCA input:
```
! wB97M-V def2-TZVPD RIJCOSX def2/J DEFGRID3
* xyz 0 1
N -1.33 1.04 -0.23
S -0.97 -1.53 0.63
C -1.05 -0.06 0.00
Cl 1.53 1.11 0.30
S 1.82 -0.55 -0.70
*
```

B.
CClNS2 | the ωB97M-V functional and the def2-TZVPD basis

Geometry as ORCA input:
```
! wB97M-V def2-TZVPD RIJCOSX def2/J DEFGRID3
* xyz 0 1
C -0.18 0.63 -0.60
S -0.51 -1.40 1.07
N -0.68 -0.56 -0.39
S -0.10 1.93 -1.44
Cl 1.47 -0.61 1.35
*
```

Computed properties:
**SMILES**: S=C=NSCl

Result of the stability comparison: B is the most stable of them.

A.
C3H3N2S2 | the ωB97M-V functional and the def2-TZVPD basis

Geometry as ORCA input:
```
! wB97M-V def2-TZVPD RIJCOSX def2/J DEFGRID3
* xyz 1 1
H 1.38 0.08 0.53
H -0.52 -0.44 -1.16
C -0.52 0.19 -0.20
C -2.85 -1.45 -0.21
N 0.56 0.69 0.43
S -1.94 -1.17 1.10
S -2.88 2.00 -0.19
H 0.53 1.30 1.23
N -3.65 -1.67 -0.97
C -1.77 0.96 -0.24
*
```

B.
C3H3N2S2 | the ωB97M-V functional and the def2-TZVPD basis

Geometry as ORCA input:
```
! wB97M-V def2-TZVPD RIJCOSX def2/J DEFGRID3
* xyz 1 1
N -0.28 0.49 0.09
C 0.34 -0.82 0.21
S -0.06 -3.02 2.00
H -0.80 1.07 0.67
H -0.14 0.92 -0.77
N -0.62 -1.92 -0.30
S 1.67 -0.77 2.76
C -0.66 -2.86 0.44
H 1.11 -0.86 -0.48
C 0.68 -1.33 1.66
*
```

Result of the stability comparison: A is the most stable of them.

A.
C18H43DyF6NO6S2Si2 | the ωB97M-V functional and the def2-TZVPD basis

Geometry as ORCA input:
```
! wB97M-V def2-TZVPD RIJCOSX def2/J DEFGRID3
* xyz 1 6
Si -3.12 -1.18 0.44
C -3.36 1.58 -5.31
O 2.30 -0.78 0.18
H -1.97 5.33 1.78
F 3.13 0.44 2.56
O 0.32 -0.27 2.11
F 1.84 0.96 4.25
H 0.09 0.30 -2.30
C -2.18 -2.34 1.56
H -5.45 -0.29 0.67
C -7.36 2.42 -2.88
C -4.75 -0.83 1.31
O -1.84 2.98 -0.71
H -0.65 4.19 1.51
H -2.89 0.73 -5.82
C -6.08 1.60 -2.76
H -4.59 -0.24 2.22
O 0.45 -2.27 -0.11
H -1.41 2.66 -2.70
H 1.25 3.56 -3.32
H 4.37 1.81 -2.04
H -2.56 2.23 -4.93
C 2.08 3.49 -2.61
H 0.66 3.26 0.12
F 3.30 -0.68 4.45
H 3.91 0.53 -0.87
C 3.77 1.58 -1.15
H -2.63 -2.73 -1.44
S 1.80 -2.15 0.53
C -2.27 0.43 0.04
H -3.55 3.95 -2.64
H 2.11 4.41 -2.01
H -2.78 0.79 -0.87
H -7.80 2.28 -3.87
H -3.60 0.64 -3.38
C 2.99 -3.19 -0.51
H -2.71 5.32 -1.83
H -2.59 1.08 0.87
H -1.83 -1.86 2.48
O 0.35 -1.78 4.06
H -2.32 4.90 -3.48
C -2.60 4.47 -2.51
H -3.30 4.31 -0.12
H -2.90 -3.13 1.84
H -5.69 1.70 -1.73
F 2.79 -2.84 -1.81
O -5.08 2.07 -3.66
C 2.44 -0.07 3.61
C 1.16 0.56 -2.46
H 1.16 0.97 -3.48
Dy 0.15 0.08 -0.10
Si 1.98 1.98 -1.50
H -1.33 2.19 -0.33
C -4.24 1.05 -4.18
H -2.85 3.08 1.10
N 1.77 -2.39 2.08
C -3.49 -2.11 -1.15
H -6.32 0.54 -2.93
H 1.77 -0.36 -2.49
H -1.33 -2.82 1.06
C -1.46 4.74 1.01
H -0.53 4.03 -1.97
C 0.99 2.22 0.07
H -7.17 3.48 -2.72
C -2.47 3.82 0.39
F 4.27 -2.91 -0.18
H -4.35 -2.77 -0.99
H -1.04 5.45 0.28
H -3.73 -1.43 -1.99
H 1.64 2.08 0.96
H 4.13 2.21 -0.32
H -5.22 -1.78 1.60
H 3.02 3.45 -3.18
H -8.08 2.08 -2.14
H -4.85 0.22 -4.58
H -3.94 2.14 -6.05
S 1.09 -1.22 2.97
F 2.78 -4.52 -0.38
C -1.50 3.54 -2.06
*
```

Computed properties:
**<S²>**: 9.33

B.
C18H43DyF6NO6S2Si2 | the ωB97M-V functional and the def2-TZVPD basis

Geometry as ORCA input:
```
! wB97M-V def2-TZVPD RIJCOSX def2/J DEFGRID3
* xyz 1 6
C -3.95 0.12 -2.03
C -2.38 2.08 -0.95
H 3.63 2.38 1.32
C 0.18 1.12 4.12
H 4.55 2.92 -2.56
C 2.37 0.71 1.38
H 1.64 6.18 -0.48
H 2.38 0.37 0.34
H 1.97 2.77 0.72
H 4.40 -3.28 2.60
H 1.24 -5.44 1.14
F 0.02 -4.91 -2.33
H 0.41 2.06 2.16
O -0.63 -3.69 0.47
H -0.28 2.08 4.43
O 1.16 0.13 2.00
C 1.97 -2.67 0.14
C 1.36 6.30 -1.53
F -2.17 -4.43 2.57
C 0.59 -2.60 3.03
H 2.43 3.20 -3.68
H 1.55 2.23 -2.47
H 0.21 4.48 -1.92
H 0.43 6.89 -1.59
H -2.78 2.92 -0.31
O -2.32 -1.57 1.44
H 3.80 2.07 -1.20
H 2.90 -5.53 1.82
H -0.81 1.45 -3.31
H 3.85 1.33 -2.83
C 1.19 4.94 -2.20
C 1.90 -5.11 1.96
H 3.05 -2.58 -0.06
Si 2.01 -3.25 1.97
F -2.12 -4.87 -2.84
H -4.19 0.13 -0.96
H 1.20 5.10 -3.29
C -1.80 1.05 -3.58
H 1.57 -1.69 -0.27
H -3.82 4.24 -3.12
C 3.63 -2.49 2.54
H 2.36 2.65 2.49
H 1.58 -3.46 -0.53
H -0.87 0.87 2.16
H 0.02 -3.46 3.42
H 3.20 0.24 1.89
H 2.12 6.89 -2.04
C 0.13 1.09 2.59
H 1.23 1.09 4.52
H -4.93 3.51 -1.97
C 2.39 2.93 -2.61
H -1.29 2.25 -1.06
O 2.22 4.05 -1.75
H -5.08 3.11 -3.71
C -4.36 3.30 -2.90
F -4.36 -4.59 2.52
H 3.48 -2.03 3.53
H -1.88 1.06 -4.67
H -4.82 -0.19 -2.60
N -3.01 -3.36 -0.30
C -1.24 -4.89 -1.83
O -1.04 -1.97 -1.17
S -3.38 -2.56 1.04
H 0.92 -1.97 3.87
H -0.40 0.27 4.55
H 3.95 -1.72 1.83
S -1.47 -3.32 -0.70
F -3.41 -2.94 3.63
O -4.71 -2.02 0.92
H -1.73 -0.02 -3.30
F -1.42 -6.01 -1.11
Si -3.22 1.82 -2.59
Dy -0.04 -1.47 1.23
H -3.15 -0.64 -2.15
H -2.56 1.09 -0.51
C 3.72 2.27 -2.28
C 2.55 2.22 1.48
C -3.33 -3.72 2.53
H 1.47 -5.46 2.91
*
```

Computed properties:
**<S²>**: 9.33

Result of the stability comparison: B is the most stable of them.

A.
C4H7NS3 | the ωB97M-V functional and the def2-TZVPD basis

Geometry as ORCA input:
```
! wB97M-V def2-TZVPD RIJCOSX def2/J DEFGRID3
* xyz 0 1
C -1.45 -0.26 -0.02
N 0.93 -0.67 -0.65
C 1.98 -0.41 0.16
H 1.76 -0.70 1.21
H -1.83 1.29 1.45
S -3.02 -0.61 -0.33
S -0.85 2.32 -0.47
H 0.95 -0.22 -1.56
C -1.07 0.99 0.73
H -0.59 -1.93 -1.03
C -0.31 -1.21 -0.31
S 3.43 0.25 -0.24
H -0.21 -1.80 0.60
H -0.13 0.94 1.25
H 0.41 2.03 -0.79
*
```

Computed properties:
**SMILES**: S=CNCC(=S)CS

B.
C4H7NS3 | the ωB97M-V functional and the def2-TZVPD basis

Geometry as ORCA input:
```
! wB97M-V def2-TZVPD RIJCOSX def2/J DEFGRID3
* xyz 0 1
C 1.07 0.06 1.17
H 1.49 0.73 0.33
C -1.08 0.67 -1.06
S 0.17 -1.95 -1.16
C -0.32 -0.27 1.02
S 2.01 -0.27 2.62
N -0.55 -0.42 -0.41
S -1.01 2.14 -0.27
H -0.47 -1.21 1.32
H -2.18 -0.59 -2.35
C -1.56 0.38 -2.57
H -1.12 0.34 1.46
H -2.04 1.29 -2.88
H -0.68 0.10 -3.35
H 1.31 -1.59 -1.94
*
```

Computed properties:
**SMILES**: CC(=S)N(S)CC=S

C.
C4H7NS3 | the ωB97M-V functional and the def2-TZVPD basis

Geometry as ORCA input:
```
! wB97M-V def2-TZVPD RIJCOSX def2/J DEFGRID3
* xyz 0 1
C 1.19 -0.11 0.40
H -2.15 0.91 1.15
C -1.18 -0.24 -0.45
S -2.76 -1.23 -0.40
C -0.25 -0.15 0.68
H 0.02 3.00 0.38
H -2.39 -2.65 -0.87
S -0.92 2.50 -0.57
H 1.73 0.36 1.33
H 3.98 -2.02 -1.34
C -1.37 0.94 0.38
N 1.75 -0.36 -0.71
H -0.50 -0.66 1.65
H -0.73 -0.21 -1.34
S 3.58 -0.07 -0.28
*
```

Result of the stability comparison: A is the most stable of them.

A.
C7H10N | the ωB97M-V functional and the def2-TZVPD basis

Geometry as ORCA input:
```
! wB97M-V def2-TZVPD RIJCOSX def2/J DEFGRID3
* xyz 1 1
C 1.77 -2.02 -0.30
C 0.98 -1.17 0.33
H 1.85 -2.03 -1.38
N -0.63 0.60 0.47
H -0.99 0.55 -2.31
C -0.01 0.27 -1.94
C 0.63 -0.88 1.69
H -1.14 2.57 0.87
H -2.49 1.43 0.90
C -0.29 0.11 1.74
H 0.35 -0.60 -2.48
H 1.05 -1.38 2.54
H -1.79 1.93 -0.66
H 0.67 1.10 -2.16
C -0.01 0.02 -0.51
C -1.57 1.69 0.38
H -0.75 0.55 2.60
H 2.38 -2.74 0.23
*
```

Computed properties:
**SMILES**: C=C1C=C[N+](C)=C1C

B.
C7H10N | the ωB97M-V functional and the def2-TZVPD basis

Geometry as ORCA input:
```
! wB97M-V def2-TZVPD RIJCOSX def2/J DEFGRID3
* xyz 1 1
C 0.90 1.87 -0.59
C 0.19 -1.19 2.77
H 0.22 2.68 -2.60
H -2.08 0.51 -0.65
C 0.86 1.88 -2.05
H -1.61 0.17 -2.28
H 1.79 1.67 -2.78
H 1.07 -0.82 3.17
C -1.29 0.23 -1.27
C -0.17 -0.59 -0.96
C 0.03 0.95 -1.23
H 0.36 -1.21 -1.61
C -0.06 -0.42 1.47
H 0.11 -2.12 0.65
H -0.22 0.66 1.52
N -0.02 -1.12 0.41
H 0.45 -2.20 2.56
H -0.55 -0.97 3.47
*
```

C.
C7H10N | the ωB97M-V functional and the def2-TZVPD basis

Geometry as ORCA input:
```
! wB97M-V def2-TZVPD RIJCOSX def2/J DEFGRID3
* xyz 1 1
C 0.70 -1.16 0.15
C 1.44 0.00 0.03
C -0.64 1.17 -0.19
C 0.70 1.20 -0.08
H 3.37 -0.14 0.90
H -1.32 2.09 -0.44
H 3.25 0.76 -0.60
H -3.36 -0.92 0.26
H -3.17 0.07 -1.06
H 1.41 -2.02 0.16
H 3.26 -0.91 -0.48
C -2.94 -0.03 -0.04
C -0.72 -1.17 0.16
H -1.30 -2.11 0.34
H 1.08 2.21 -0.21
C -1.42 0.02 0.00
H -3.33 0.93 0.45
N 2.96 0.00 -0.07
*
```

Computed properties:
**SMILES**: Cc1ccc([NH3+])cc1

D.
C7H10N | the ωB97M-V functional and the def2-TZVPD basis

Geometry as ORCA input:
```
! wB97M-V def2-TZVPD RIJCOSX def2/J DEFGRID3
* xyz 1 1
H -4.11 -1.39 0.41
C 1.21 -0.80 -0.16
H 1.29 2.60 -0.06
N -0.38 0.90 -0.25
C 2.56 -1.31 -0.05
H 3.27 -0.57 -0.49
C -2.66 -0.04 -0.01
H 2.71 -1.37 1.11
H -4.32 -0.31 -1.00
H 2.63 1.77 -0.61
C -1.51 0.43 -0.07
C -4.09 -0.43 0.03
C 1.82 1.76 0.10
H -4.55 0.41 0.65
H 2.55 -2.32 -0.36
H 2.24 1.72 1.09
H 0.49 -1.61 -0.11
C 0.87 0.54 -0.24
*
```

Result of the stability comparison: C is the most stable of them.